Entry P
Molecular formula: C3H11N
Method: DFT, ωB97M-V/def2-TZVPD

**SMILES string**: CCC.N
**Orbital gap**: 10.77 eV
**HOMO**: -9.7 eV

Bonds (Å) are listed after each position.
CARTESIAN COORDINATES (ANGSTROEM)
1 N 0.743 -3.936 1.597  H9 1.003, H13 0.998, H15 0.999
2 C -0.507 0.874 0.483  C4 1.523, H6 1.103, H7 1.096, H12 1.086
3 C -0.189 2.547 -1.437  C4 1.550, H5 1.089, H10 1.092, H14 1.091
4 C -0.217 1.059 -1.001  C2 1.523, C3 1.550, H8 1.087, H11 1.090
5 H 0.582 2.742 -2.180  C3 1.089
6 H -0.028 -0.067 0.802  C2 1.103
7 H 0.112 1.560 1.072  C2 1.096
8 H -0.921 0.515 -1.625  C4 1.087
9 H 0.449 -3.228 2.244  N1 1.003
10 H -1.153 2.861 -1.841  C3 1.092
11 H 0.821 0.756 -1.138  C4 1.090
12 H -1.508 0.825 0.898  C2 1.086
13 H 1.606 -3.772 1.123  N1 0.998
14 H 0.022 3.168 -0.565  C3 1.091
15 H 0.679 -4.857 1.979  N1 0.999

=====

Entry Q
Molecular formula: C3H11N
Method: DFT, ωB97M-V/def2-TZVPD

**SMILES string**: CCN.C
**Orbital gap**: 10.19 eV
**HOMO**: -9.1 eV

Bonds (Å) are listed after each position.
CARTESIAN COORDINATES (ANGSTROEM)
1 N 0.067 0.202 -1.017  C2 1.501, H13 1.060, H15 1.004
2 C -1.034 0.215 0.004  N1 1.501, C4 1.572, H7 1.102, H9 1.175
3 C 2.641 -0.022 1.144  H6 1.141, H8 1.129, H11 1.177, H12 1.072
4 C -2.463 -0.126 -0.555  C2 1.572, H5 1.084, H10 1.040, H14 1.114
5 H -3.014 -0.652 0.216  C4 1.084
6 H 2.878 0.708 1.988  C3 1.141
7 H -0.828 -0.488 0.827  C2 1.102
8 H 2.518 0.549 0.177  C3 1.129
9 H -1.009 1.298 0.458  C2 1.175
10 H -2.220 -0.818 -1.291  C4 1.040
11 H 1.632 -0.610 1.281  C3 1.177
12 H 3.453 -0.697 0.956  C3 1.072
13 H -0.276 0.422 -1.995  N1 1.060
14 H -2.929 0.677 -1.172  C4 1.114
15 H 0.584 -0.658 -1.021  N1 1.004

=====

How far above the most stable structure does each one sit? In eV: entry P 0.000; entry Q 0.688.

=====

Entry P
Molecular formula: C3H10N2OS
Method: DFT, ωB97M-V/def2-TZVPD

**Orbital gap**: 10.06 eV
**HOMO**: -9.8 eV

Bonds (Å) are listed after each position.
CARTESIAN COORDINATES (ANGSTROEM)
1 S -0.199 1.164 -0.739  O2 1.429, N4 1.536
2 O 0.475 2.256 -1.367  S1 1.429
3 N 1.913 -0.453 -0.771  C5 1.299, H9 1.035
4 N -0.404 1.343 0.773  S1 1.536, C7 1.426
5 C 1.810 -1.402 0.110  N3 1.299, H10 1.094, H15 1.140
6 C -1.079 -1.982 -1.200  H12 1.014, H14 1.198, H16 1.025, H17 1.082
7 C 0.083 2.400 1.596  N4 1.426, H8 1.191, H11 1.086, H13 1.191
8 H 0.705 3.183 0.948  C7 1.191
9 H 2.613 -0.589 -1.521  N3 1.035
10 H 2.275 -2.364 -0.123  C5 1.094
11 H 0.765 1.977 2.327  C7 1.086
12 H -1.774 -2.026 -1.938  C6 1.014
13 H -0.726 3.059 2.169  C7 1.191
14 H -1.503 -1.097 -0.514  C6 1.198
15 H 0.764 -1.433 0.562  C5 1.140
16 H -0.080 -1.802 -1.340  C6 1.025
17 H -1.205 -2.941 -0.715  C6 1.082

=====

Entry Q
Molecular formula: C3H10N2OS
Method: DFT, ωB97M-V/def2-TZVPD

**SMILES string**: NC(N)=O.CCS
**Orbital gap**: 9.51 eV
**HOMO**: -8.7 eV

Bonds (Å) are listed after each position.
CARTESIAN COORDINATES (ANGSTROEM)
1 S 1.304 0.134 -2.359  C7 1.818, H14 1.337
2 O -1.706 0.018 0.434  C5 1.212
3 N -1.476 0.967 2.482  C5 1.373, H15 1.004, H17 1.004
4 N -1.936 2.281 0.626  C5 1.385, H9 1.006, H16 1.006
5 C -1.702 1.011 1.129  O2 1.212, N3 1.373, N4 1.385
6 C 1.059 -1.644 -0.322  C7 1.517, H8 1.093, H12 1.090, H13 1.090
7 C 1.906 -1.379 -1.551  S1 1.818, C6 1.517, H10 1.089, H11 1.089
8 H 1.097 -0.796 0.366  C6 1.093
9 H -1.834 2.327 -0.374  N4 1.006
10 H 1.828 -2.207 -2.256  C7 1.089
11 H 2.964 -1.269 -1.316  C7 1.089
12 H 0.008 -1.708 -0.604  C6 1.090
13 H 1.355 -2.549 0.209  C6 1.090
14 H 1.957 -0.011 -3.517  S1 1.337
15 H -1.809 1.727 3.049  N3 1.004
16 H -1.507 3.048 1.114  N4 1.006
17 H -1.508 0.050 2.889  N3 1.004

=====

How far above the most stable structure does each one sit? In eV: entry P 4.445; entry Q 0.000.

=====

Entry P
Molecular formula: CH2N2OS
Method: DFT, ωB97M-V/def2-TZVPD

**SMILES string**: N#C[S@H](=N)=O
**Orbital gap (alpha / beta)**: 9.90 / 9.90 eV
**HOMO (alpha / beta)**: -11.1 / -11.1 eV

Bonds (Å) are listed after each position.
CARTESIAN COORDINATES (ANGSTROEM)
1 S 0.338 0.455 -0.046  O2 1.404, N4 1.504, C5 1.726, H7 1.264
2 O 0.408 1.857 -0.051  S1 1.404
3 N -2.536 -0.678 -0.116  C5 1.388
4 N 1.325 -0.305 0.798  S1 1.504, H6 1.029
5 C -1.305 -0.062 0.061  S1 1.726, N3 1.388
6 H 1.283 -1.311 0.584  N4 1.029
7 H 0.488 0.044 -1.231  S1 1.264

=====

Entry Q
Molecular formula: CH2N2OS
Method: DFT, ωB97M-V/def2-TZVPD

**SMILES string**: [O-][NH+]=S.C#N
**Orbital gap**: 8.69 eV
**HOMO**: -9.8 eV

Bonds (Å) are listed after each position.
CARTESIAN COORDINATES (ANGSTROEM)
1 S 1.099 0.735 -0.808  N4 1.570
2 O 0.636 -1.175 0.834  N4 1.251
3 N -1.483 -0.897 -0.003  C5 1.152
4 N 1.059 -0.029 0.563  S1 1.570, O2 1.251, H6 1.008
5 C -1.474 0.033 -0.683  N3 1.152, H7 1.042
6 H 1.489 0.439 1.346  N4 1.008
7 H -1.327 0.895 -1.250  C5 1.042

=====

How far above the most stable structure does each one sit? In eV: entry P 1.904; entry Q 0.000.

=====

Entry P
Molecular formula: C3H4ClF
Method: DFT, ωB97M-V/def2-TZVPD

**SMILES string**: FC/C=C/Cl
**Orbital gap**: 10.15 eV
**HOMO**: -9.7 eV

Bonds (Å) are listed after each position.
CARTESIAN COORDINATES (ANGSTROEM)
1 Cl 2.157 -0.120 -0.112  C3 1.757
2 F -2.614 -0.629 -0.243  C5 1.450
3 C 0.532 -0.122 0.556  Cl1 1.757, C4 1.422, H8 1.041
4 C -0.366 0.495 -0.357  C3 1.422, C5 1.506, H7 1.049
5 C -1.773 0.473 0.181  F2 1.450, C4 1.506, H6 1.196, H9 1.061
6 H -1.661 0.513 1.372  C5 1.196
7 H -0.143 0.909 -1.295  C4 1.049
8 H 0.164 -0.337 1.505  C3 1.041
9 H -1.858 1.531 0.219  C5 1.061

=====

Entry Q
Molecular formula: C3H4ClF
Method: DFT, ωB97M-V/def2-TZVPD

**SMILES string**: C/C(F)=C/Cl
**Orbital gap**: 10.31 eV
**HOMO**: -9.4 eV

Bonds (Å) are listed after each position.
CARTESIAN COORDINATES (ANGSTROEM)
1 Cl -3.836 0.282 0.064  C3 1.715
2 F -1.794 -1.674 0.375  C4 1.391
3 C -2.176 0.534 -0.291  Cl1 1.715, C4 1.349, H7 1.052
4 C -1.308 -0.493 -0.177  F2 1.391, C3 1.349, C5 1.708
5 C 0.395 -0.565 -0.065  C4 1.708, H6 0.998, H8 1.056, H9 1.050
6 H 0.750 -0.343 -0.970  C5 0.998
7 H -2.026 1.559 -0.477  C3 1.052
8 H 0.621 0.173 0.656  C5 1.056
9 H 0.595 -1.554 0.224  C5 1.050

=====

Entry R
Molecular formula: C3H4ClF
Method: DFT, ωB97M-V/def2-TZVPD

**SMILES string**: C=C[C@H](F)Cl
**Orbital gap**: 11.24 eV
**HOMO**: -10.2 eV

Bonds (Å) are listed after each position.
CARTESIAN COORDINATES (ANGSTROEM)
1 Cl 2.106 -0.731 -0.155  C4 1.647
2 F 1.271 1.715 -0.043  C4 1.435
3 C -0.257 0.234 -0.443  C4 1.430, C5 1.358, H8 1.041
4 C 0.957 0.358 0.301  Cl1 1.647, F2 1.435, C3 1.430, H6 1.030
5 C -1.242 -0.554 0.059  C3 1.358, H7 1.152, H9 1.052
6 H 0.744 0.103 1.276  C4 1.030
7 H -2.193 -0.684 -0.578  C5 1.152
8 H -0.199 0.531 -1.438  C3 1.041
9 H -1.186 -0.973 1.022  C5 1.052

=====

How far above the most stable structure does each one sit? In eV: entry P 1.249; entry Q 0.000; entry R 0.050.

=====

Entry P
Molecular formula: CH10N2O4
Method: DFT, ωB97M-V/def2-TZVPD

**SMILES string**: NC(N)=O.O.O.O
**Orbital gap**: 9.80 eV
**HOMO**: -9.5 eV

Bonds (Å) are listed after each position.
CARTESIAN COORDINATES (ANGSTROEM)
1 O 0.453 1.957 1.232  H14 1.027, H16 0.973
2 O 1.390 -1.987 0.135  H11 0.942, H17 0.988
3 O 1.846 0.742 -0.466  H8 0.972, H10 1.050
4 O -3.149 -0.607 -0.585  C7 1.270
5 N -1.167 0.200 -1.593  C7 1.445, H12 0.979, H15 1.018
6 N -1.201 -0.920 0.646  C7 1.438, H9 1.019, H13 0.987
7 C -1.886 -0.481 -0.541  O4 1.270, N5 1.445, N6 1.438
8 H 2.564 1.395 -0.515  O3 0.972
9 H -0.255 -1.297 0.621  N6 1.019
10 H 1.355 1.126 0.378  O3 1.050
11 H 2.196 -2.469 0.210  O2 0.942
12 H -0.254 0.075 -1.924  N5 0.979
13 H -1.536 -1.118 1.554  N6 0.987
14 H -0.429 1.448 1.104  O1 1.027
15 H -1.777 0.791 -2.154  N5 1.018
16 H 0.301 2.236 2.152  O1 0.973
17 H 1.547 -1.093 -0.255  O2 0.988

=====

Entry Q
Molecular formula: CH10N2O4
Method: DFT, ωB97M-V/def2-TZVPD

**SMILES string**: NC(N)=O.O.O.O
**Orbital gap**: 10.73 eV
**HOMO**: -10.1 eV

Bonds (Å) are listed after each position.
CARTESIAN COORDINATES (ANGSTROEM)
1 O 1.873 -0.584 2.578  C7 1.207
2 O 0.888 -0.837 -1.633  H14 0.996, H15 0.959
3 O -1.599 1.414 0.140  H11 0.980, H13 0.971
4 O -1.462 -0.180 -2.102  H10 0.966, H17 0.966
5 N -0.231 -0.763 1.678  C7 1.355, H8 1.001, H12 1.006
6 N 1.303 0.621 0.714  C7 1.412, H9 1.011, H16 1.001
7 C 1.039 -0.297 1.754  O1 1.207, N5 1.355, N6 1.412
8 H -0.610 -1.308 2.427  N5 1.001
9 H 0.454 1.074 0.402  N6 1.011
10 H -0.603 -0.536 -1.842  O4 0.966
11 H -1.609 1.015 -0.755  O3 0.980
12 H -0.913 -0.339 1.073  N5 1.006
13 H -1.520 2.372 -0.001  O3 0.971
14 H 1.225 -0.445 -0.782  O2 0.996
15 H 1.298 -1.703 -1.665  O2 0.959
16 H 2.124 1.147 0.936  N6 1.001
17 H -1.656 -0.650 -2.924  O4 0.966

=====

Entry R
Molecular formula: CH10N2O4
Method: DFT, ωB97M-V/def2-TZVPD

**SMILES string**: NC(N)=O.O.O.O
**Orbital gap**: 9.74 eV
**HOMO**: -9.5 eV

Bonds (Å) are listed after each position.
CARTESIAN COORDINATES (ANGSTROEM)
1 O 0.054 2.259 1.472  C7 1.258
2 O 2.446 0.261 -1.629  H10 1.041, H12 0.977
3 O -2.468 0.308 -3.185  H9 0.986, H16 1.005
4 O -1.881 -4.105 -0.848  H13 0.935, H17 1.009
5 N -0.246 0.909 3.295  C7 1.344, H14 1.056, H15 0.985
6 N 1.449 0.529 1.716  C7 1.375, H8 1.026, H11 1.016
7 C 0.329 1.216 2.120  O1 1.258, N5 1.344, N6 1.375
8 H 1.892 1.006 0.924  N6 1.026
9 H -2.760 0.982 -3.843  O3 0.986
10 H 3.451 0.022 -1.760  O2 1.041
11 H 1.498 -0.480 1.606  N6 1.016
12 H 2.526 1.104 -2.117  O2 0.977
13 H -2.526 -4.097 -1.525  O4 0.935
14 H 0.413 1.081 4.102  N5 1.056
15 H -1.092 1.385 3.462  N5 0.985
16 H -1.605 0.806 -3.057  O3 1.005
17 H -1.478 -3.186 -0.734  O4 1.009

=====

How far above the most stable structure does each one sit? In eV: entry P 1.367; entry Q 0.000; entry R 1.738.